# 1
# C23H27ClN4O3

A single C23H27ClN4O3 molecule (ωB97M-V with the def2-TZVPD basis set, OMol25).

Properties
**SMILES string**: O=C(CCN1C(=O)COc2ccccc21)NCCN1CCN(c2cccc(Cl)c2)CC1
**Total charge**: 0
**Energy above the lowest of the compared OMol25 structures with the same formula, charge and spin**: 0.994 eV

```
58
Properties=species:S:1:pos:R:3:forces:R:3
O 1.1747 -2.6785 1.9905 -0.07 0.05 0.45
C 1.0490 -2.6227 0.7846 -0.52 -0.12 -0.42
N 2.0983 -2.6324 -0.0651 0.40 -0.03 -0.36
H 1.9461 -2.5978 -1.0605 -0.18 0.02 0.12
C 3.4630 -2.6396 0.4079 0.27 0.18 0.06
H 3.9355 -3.6036 0.1850 0.02 0.07 0.13
C 4.3344 -1.5254 -0.2100 -0.08 -0.23 0.16
N 3.8359 -0.1697 -0.1646 -0.05 0.03 -0.02
C 2.9654 0.2281 -1.2535 -0.02 0.31 -0.13
H 3.4170 -0.0886 -2.1964 -0.03 -0.03 -0.02
C 2.8205 1.7560 -1.2580 -0.06 -0.36 -0.33
N 2.2843 2.2103 0.0072 0.36 0.08 0.03
C 0.9270 2.3831 0.1699 -0.52 0.24 0.14
C 0.1760 3.0245 -0.8278 0.06 -0.03 -0.05
C -1.1737 3.2485 -0.6731 0.04 -0.04 0.05
C -1.8433 2.8461 0.4729 -0.09 -0.04 0.12
C -1.1039 2.2307 1.4655 -0.07 0.15 -0.21
C 0.2531 2.0028 1.3380 0.19 0.02 -0.02
H 0.7677 1.5036 2.1424 0.05 -0.08 0.06
Cl -1.9059 1.6947 2.9077 -0.03 -0.04 0.15
H -2.9017 3.0102 0.5959 -0.10 0.01 0.05
H -1.7173 3.7580 -1.4554 -0.04 0.05 -0.07
H 0.6608 3.3687 -1.7267 0.07 0.03 -0.08
C 3.1396 1.7798 1.0902 0.03 -0.23 0.26
H 2.7583 2.1484 2.0415 0.02 0.02 -0.01
C 3.3129 0.2568 1.1192 0.08 0.28 -0.01
H 4.0341 -0.0138 1.8936 -0.05 -0.02 0.08
H 2.3482 -0.2177 1.3597 0.03 -0.04 0.06
H 4.1221 2.2324 0.9158 -0.03 -0.04 0.09
H 2.1670 2.0398 -2.0792 0.04 0.06 0.01
H 3.8042 2.2145 -1.3999 -0.04 -0.03 -0.07
H 1.9550 -0.2051 -1.1889 0.06 0.03 -0.06
H 4.5343 -1.7632 -1.2581 0.09 0.01 0.02
H 5.2912 -1.5451 0.3252 0.01 -0.14 -0.10
H 3.4053 -2.5287 1.4930 0.05 -0.07 -0.13
C -0.3039 -2.4293 0.1181 0.08 0.16 0.25
H -0.2668 -2.6704 -0.9447 -0.02 0.02 -0.03
C -0.6567 -0.9478 0.3032 0.29 -0.11 -0.02
N -1.8146 -0.5434 -0.4649 0.10 -0.07 0.14
C -1.5799 -0.0050 -1.6868 -0.20 0.06 -0.30
O -0.4646 0.0842 -2.1654 0.07 0.07 -0.21
C -2.8038 0.5398 -2.4015 0.25 0.39 -0.20
H -2.6244 0.5332 -3.4786 0.08 -0.01 0.22
O -3.9860 -0.1909 -2.1802 -0.09 -0.35 0.16
C -4.1917 -0.5639 -0.8806 -0.16 0.01 0.25
C -5.4935 -0.8138 -0.4743 0.23 0.07 -0.10
C -5.7515 -1.2211 0.8218 -0.01 0.01 0.01
C -4.7044 -1.3779 1.7115 -0.03 -0.04 0.02
C -3.4006 -1.1474 1.3083 0.01 0.02 -0.05
C -3.1238 -0.7383 0.0094 -0.39 0.03 -0.18
H -2.6059 -1.2958 2.0194 0.13 0.00 0.04
H -4.8948 -1.6904 2.7264 -0.01 -0.03 0.09
H -6.7668 -1.4109 1.1330 -0.10 -0.02 0.03
H -6.2855 -0.6851 -1.1944 -0.09 0.04 -0.10
H -2.9317 1.5844 -2.0719 0.03 -0.15 -0.05
H 0.1697 -0.3330 -0.0629 -0.16 -0.12 0.19
H -0.8060 -0.7249 1.3584 0.02 0.03 -0.06
H -1.0483 -3.0574 0.6083 0.07 -0.06 -0.03
```
Forces are in eV/Å.

---

# 2
# C23H27F25O8S

4 unconnected molecules or ions with the total composition C23H27F25O8S (ωB97M-V with the def2-TZVPD basis set, OMol25).

Properties
**SMILES string**: CCCO[C@@H]1OS(=O)(=O)O[C@@H]1[C@@H](F)CC.FC(F)C(F)(F)COC(F)(F)C(F)F.FC(F)C(F)(F)COC(F)(F)C(F)F.FC(F)C(F)(F)COC(F)(F)C(F)F
**Total charge**: 0

```
84
Properties=species:S:1:pos:R:3:forces:R:3
C 0.4325 0.6583 1.3756 -0.32 0.16 -0.07
C 0.0782 0.3928 -0.0943 0.32 0.14 0.29
C 0.1138 -1.0715 -0.5166 0.10 0.32 -0.20
O -1.1298 -1.7650 -0.3292 -0.07 -0.17 0.08
C -1.6325 -1.7550 0.9382 -0.30 -0.03 0.29
O -0.7032 -2.3053 1.9152 0.06 0.00 -0.28
S -0.7113 -3.9042 1.8019 0.03 -0.20 0.05
O -0.8705 -4.4158 3.1202 0.01 0.10 -0.22
O 0.3492 -4.3606 0.9739 -0.17 0.07 0.12
O -2.0794 -4.0251 0.9816 0.07 0.13 0.08
C -2.7744 -2.7559 1.0599 0.11 -0.07 0.25
C -3.8930 -2.6530 0.0577 0.19 0.02 -0.25
F -4.9068 -3.4954 0.4943 -0.20 -0.17 0.09
C -4.4297 -1.2353 -0.0493 -0.02 -0.07 0.02
C -5.7222 -1.1713 -0.8644 0.10 0.19 -0.06
H 0.7974 1.6812 1.4941 0.09 -0.12 0.02
H 1.1969 -0.0378 1.7287 -0.02 0.13 0.03
H -0.4415 0.5805 2.0272 0.18 -0.12 -0.01
H -0.8828 0.8395 -0.3749 0.54 -0.14 0.56
H 0.8249 0.8934 -0.7142 -0.11 -0.04 0.04
H 0.9198 -1.6036 0.0003 -0.15 -0.03 0.03
H 0.3058 -1.1520 -1.5880 -0.15 -0.03 0.24
H -1.9118 -0.7647 1.3088 0.22 -0.06 0.04
H -3.1852 -2.6871 2.0744 -0.13 0.17 -0.15
H -3.5724 -3.0243 -0.9194 0.07 0.04 0.03
H -3.6520 -0.6191 -0.5124 -0.07 -0.06 0.03
H -4.6139 -0.8475 0.9596 0.06 0.03 -0.07
H -6.5703 -1.5453 -0.2908 0.07 -0.06 -0.08
H -5.6416 -1.7481 -1.7897 0.01 -0.01 0.09
H -5.9299 -0.1362 -1.1462 -0.04 -0.08 0.06
C 4.0562 1.7711 -4.1275 -0.56 0.00 -0.48
C 5.5239 1.3306 -4.1182 0.03 0.20 0.22
C 5.8604 -0.0260 -3.4886 0.02 -0.06 -0.13
F 5.5224 -0.0588 -2.1856 -0.07 0.04 0.05
F 7.1937 -0.2238 -3.5838 0.01 -0.01 0.01
F 6.3022 2.2956 -3.5885 -0.01 -0.03 0.04
F 5.8676 1.1905 -5.4340 -0.01 -0.01 -0.05
O 3.6054 2.6530 -3.1131 0.71 0.01 0.35
C 3.0798 2.1814 -1.9497 -0.26 0.01 -0.29
C 3.8742 2.5622 -0.6915 -0.07 -0.02 -0.05
F 5.1517 2.1548 -0.7757 -0.01 -0.02 -0.02
F 3.2773 1.9272 0.3440 0.13 0.10 0.14
F 2.8662 0.8536 -1.9959 0.10 -0.12 0.05
F 1.8657 2.7705 -1.7954 -0.10 0.04 0.00
H 3.9511 2.3538 -5.0415 0.04 -0.01 0.00
H 3.3955 0.9100 -4.2165 0.13 -0.05 0.04
H 5.3427 -0.8289 -4.0193 -0.02 0.00 0.01
H 3.8464 3.6416 -0.5348 -0.02 0.00 0.02
C -0.7324 1.5207 8.1811 -0.33 -0.07 0.39
C 0.5788 2.2345 7.8247 0.02 -0.17 -0.17
C 0.4929 3.5689 7.0743 0.04 0.05 0.09
F -0.1060 3.4217 5.8772 -0.05 -0.05 -0.06
F 1.7466 4.0254 6.8652 0.01 0.01 -0.01
F 1.4120 1.3949 7.1832 -0.02 0.02 -0.01
F 1.1492 2.5573 9.0253 0.00 0.03 0.05
O -1.1757 0.4812 7.3279 0.46 0.07 -0.33
C -1.9680 0.7056 6.2410 -0.18 -0.03 0.16
C -1.2791 0.2971 4.9317 0.31 -0.22 -0.12
F -0.0985 0.9305 4.7945 -0.07 0.08 0.04
F -2.0663 0.6391 3.8825 -0.14 0.03 0.05
F -2.4205 1.9704 6.1878 0.04 0.09 -0.03
F -3.0497 -0.1008 6.3553 -0.10 0.03 0.00
H -0.5120 1.0109 9.1177 -0.01 0.00 -0.01
H -1.5260 2.2408 8.3835 0.06 0.08 -0.12
H -0.0567 4.3046 7.6672 -0.02 -0.01 0.00
H -1.1082 -0.7812 4.9148 -0.04 -0.01 0.04
C -1.7595 -0.9024 -5.4459 -0.24 0.06 -0.38
C -2.0252 -0.6743 -3.9503 0.20 -0.22 0.03
C -1.4766 0.6026 -3.3005 -0.13 0.07 -0.18
F -0.1320 0.6560 -3.3796 -0.02 0.08 -0.04
F -1.8200 0.5975 -1.9936 -0.53 0.01 -0.68
F -1.6449 -1.7516 -3.2373 -0.05 0.05 -0.05
F -3.3827 -0.5552 -3.8394 -0.09 0.03 0.02
O -0.6689 -1.7358 -5.7939 0.09 -0.07 0.43
C 0.5931 -1.2508 -5.9610 -0.08 -0.04 -0.18
C 1.5589 -1.8079 -4.9066 0.07 -0.05 0.14
F 1.1027 -1.5517 -3.6674 0.07 -0.10 -0.08
F 2.7554 -1.1796 -5.0415 0.07 -0.08 -0.09
F 0.6264 0.0936 -5.9820 0.02 0.12 0.06
F 1.0487 -1.6825 -7.1587 -0.02 0.05 0.00
H -2.6321 -1.4536 -5.7927 0.01 0.00 0.00
H -1.7349 0.0426 -5.9896 0.07 0.05 0.12
H -1.9041 1.4885 -3.7766 0.02 0.00 -0.01
H 1.6902 -2.8835 -5.0300 0.01 0.01 -0.05
```
Forces are in eV/Å.

---

| no. | calculated total energy (eV) | F_max (eV Å⁻¹) | orbital gap (eV) |
| --- | --- | --- | --- |
| 1 | -48915.7410 | 0.7 | 8.456 |
| 2 | -119440.8364 | 0.9 | 10.858 |